(1)
The following is a quantum chemistry calculation of one molecule with the formula C11H10O2Si in a non-equilibrium geometry, from the Open Molecules 2025 dataset.

```
24
Properties=species:S:1:pos:R:3
C -3.5358 -1.2894 -0.0343
C -2.1859 -1.4007 0.0364
C -4.7218 -1.1724 -0.2257
C -0.9764 -1.4404 -0.0111
C 4.1556 1.9774 0.1080
C 3.3850 1.7838 -1.0307
C 4.1042 0.9743 1.2023
C 2.4522 0.7316 -1.0930
C 3.2912 -0.1210 1.0963
C 2.3933 -0.1749 -0.0016
C -6.1251 -0.9176 -0.4937
O 1.5197 -2.5735 -1.4165
O 1.5707 -2.6390 1.0818
Si 1.2704 -1.6304 -0.0892
H 4.8574 2.8176 0.0618
H 3.4881 2.5860 -1.8004
H 4.8642 1.1876 2.1337
H 1.8184 0.5687 -1.9401
H 3.3246 -0.7460 1.8934
H -6.2483 0.0369 -1.1164
H -6.5056 -1.7722 -1.0977
H -6.6359 -0.7983 0.4153
H 0.9026 -2.5751 -2.1566
H 1.6229 -3.5640 0.9191
```

- DFT total energy (eV) = -23539.8403
- E_HOMO (eV) = -8.60
- multiplicity = 1
- net charge = 0


(2)
The following is a quantum chemistry calculation of one molecule with the formula C11H10OS in a non-equilibrium geometry, from the Open Molecules 2025 dataset.

```
23
Properties=species:S:1:pos:R:3
C 3.7706 -0.3678 -0.3650
C 2.8969 -1.0242 -1.3367
C 3.3222 0.3307 0.7544
C 1.5676 -0.7450 -1.1250
C 1.9534 0.5459 0.9573
C 1.0505 -0.0050 -0.0073
C -2.8077 0.1317 -0.4825
C -3.0188 0.8449 0.8267
C -1.3110 -0.0359 -0.7824
C -2.0207 1.0016 1.6611
C -0.3579 0.1947 0.1641
O -0.7050 0.5387 1.4442
S -3.6095 -1.7256 -0.5553
H 4.9451 -0.5569 -0.4168
H 3.3204 -1.6156 -2.1236
H 4.1135 0.9097 1.3866
H 0.7553 -1.0690 -1.8685
H 1.5706 1.2947 1.6298
H -3.2969 0.4464 -1.4178
H -3.9697 1.1106 1.1460
H -0.9941 -0.4356 -1.7455
H -2.2394 1.6012 2.5624
H -4.9354 -1.3702 -0.3060
```

- relative energy (zero: lowest compared OMol25 entry of this formula, charge and spin) (kJ/mol) = 73.6
- DFT total energy (eV) = -24449.4435
- E_HOMO (eV) = -8.14
- multiplicity = 1
- net charge = 0


The highest E_HOMO belongs to which entry? C11H10OS